#1
Density functional theory data (ωB97M-V/def2-TZVPD) for 2 unconnected molecules or ions with the total composition C2H9NS2.

Computed properties:
Gap between HOMO and LUMO (eV): 8.865
Total charge: 0
HOMO energy (eV): -8.8
SMILES: CCN.SS
LUMO level (eV): 0.087

The geometry in XYZ format:
```
14
C2H9NS2 ωB97M-V/def2-TZVPD
S 3.03066 -0.37286 0.17338
S 3.15239 -0.29840 -1.93040
N -0.58837 -1.09726 0.53653
C -1.11675 1.38512 0.34146
C -1.59387 -0.07884 0.19454
H -1.75942 2.03691 0.92641
H -0.34982 -0.90273 1.50467
H -1.87632 -0.19991 -0.85914
H 2.12313 -1.11832 -2.17912
H -2.49353 -0.25598 0.78561
H -0.84028 1.80011 -0.63106
H 2.26934 -1.47333 0.18401
H 0.24214 -0.84970 0.00052
H -0.19930 1.42520 0.95258
```

***

#2
Density functional theory data (ωB97M-V/def2-TZVPD) for 2 unconnected molecules or ions with the total composition C2H9NS2.

Computed properties:
Gap between HOMO and LUMO (eV): 9.323
Total charge: 0
HOMO energy (eV): -9.1
SMILES: CCN.SS
LUMO level (eV): 0.217

The geometry in XYZ format:
```
14
C2H9NS2 ωB97M-V/def2-TZVPD
S 0.84998 2.38794 -0.54950
S 0.80018 3.15777 1.37851
N -1.20224 -0.71312 0.91484
C 0.28478 -1.40198 -1.00892
C -0.22763 -1.66147 0.40710
H 1.49670 4.26472 1.09999
H -0.45533 -1.67773 -1.76052
H -0.71079 -2.64416 0.42156
H 1.18025 -2.00765 -1.15102
H -0.81659 0.22633 0.94439
H 0.50651 -0.33152 -1.09089
H -0.34240 2.83582 -0.96096
H 0.61956 -1.76159 1.08763
H -1.98300 -0.67337 0.26780
```

***

Unit: kcal/mol. Relative energies: #1 10.9; #2 0.0.

***

#1
Density functional theory data (ωB97M-V/def2-TZVPD) for a molecular structure, C7H15N.

Computed properties:
Gap between HOMO and LUMO (alpha / beta) (eV): 7.374 / 5.821
Total charge: +1
HOMO energy (alpha / beta) (eV): -12.9 / -12.9
Multiplicity: 2
LUMO level (alpha / beta) (eV): -5.531 / -7.082

The geometry in XYZ format:
```
23
C7H15N ωB97M-V/def2-TZVPD
N -2.80189 -0.05733 1.24284
C 0.86049 0.02824 -0.57774
C -1.62388 -0.16554 -0.03788
C 3.40311 -0.34704 -0.37113
C 1.33234 -0.31741 1.14863
C -0.43423 0.76988 -0.47544
C -2.60990 -0.31816 -1.19411
C 2.12935 0.44849 0.03030
H 3.74920 -0.04562 -1.39035
H -3.47134 -1.07910 -0.88904
H 2.06166 -0.43645 2.02558
H -2.12514 -0.75274 -2.16820
H 0.91356 -1.37347 1.09240
H -0.51380 1.62878 0.18734
H 2.31716 1.51534 0.27971
H -0.68132 1.17806 -1.43734
H -3.07864 0.96385 1.11778
H -1.12285 -1.19251 -0.05153
H 4.20365 -0.21028 0.36210
H -3.02655 0.63121 -1.45974
H 3.03097 -1.37726 -0.34569
H -1.53595 0.02916 1.19983
H 0.54902 0.33157 1.64152
```

***

#2
Density functional theory data (ωB97M-V/def2-TZVPD) for a molecular structure, C7H15N.

Computed properties:
Gap between HOMO and LUMO (alpha / beta) (eV): 8.826 / 3.631
Total charge: +1
HOMO energy (alpha / beta) (eV): -12.7 / -12.6
Multiplicity: 2
LUMO level (alpha / beta) (eV): -3.870 / -8.926

The geometry in XYZ format:
```
23
C7H15N ωB97M-V/def2-TZVPD
N 1.40419 -1.14764 -0.92116
C 3.26737 -0.00469 0.56522
C 0.85683 0.51242 1.03313
C -1.41957 -0.47531 0.13781
C -3.42162 0.20700 -1.22027
C 1.88847 0.25298 -0.07648
C -2.90953 -0.15677 -0.00704
C -0.54082 0.76021 0.51261
H 1.03481 -0.38620 1.62344
H -3.53015 -0.21766 0.93614
H 4.03185 -0.12365 -0.20257
H -1.27659 -1.28378 0.84944
H -1.04746 -0.85438 -0.83483
H -4.51706 0.38408 -1.56166
H 1.19166 0.06824 -1.15619
H 3.08475 -0.93172 1.13799
H 2.35423 -1.44626 -1.37781
H -0.41164 1.40106 -0.31416
H 3.59815 0.66734 1.37096
H 1.08259 1.41711 1.71180
H -2.52143 0.29552 -1.91071
H 2.06482 1.18563 -0.65193
H -1.29464 1.28314 1.15835
```

***

Unit: kcal/mol. Relative energies: #1 45.5; #2 0.0.

***

#1
Density functional theory data (ωB97M-V/def2-TZVPD) for 2 unconnected molecules or ions with the total composition C4H12N3O2P.

Computed properties:
Gap between HOMO and LUMO (eV): 10.069
Total charge: 0
HOMO energy (eV): -9.6
LUMO level (eV): 0.504

The geometry in XYZ format:
```
22
C4H12N3O2P ωB97M-V/def2-TZVPD
P 1.49452 0.09966 0.35163
O 2.15842 0.07002 -0.93172
O -1.46561 -0.09474 0.48674
N 1.24002 1.25072 1.36945
N 1.05564 -1.24163 1.16380
N -0.87654 1.62433 -0.97688
C -1.18360 2.50782 0.10956
C 1.30755 -2.50784 0.51716
C -1.04602 0.37831 -0.75426
C -0.92301 -0.69614 -1.72797
H -1.48179 0.74367 1.13656
H -0.94881 -0.48153 -2.77862
H 1.83479 -2.26107 -0.44552
H -0.58218 2.45657 0.97762
H 2.15828 -3.09183 1.15869
H -1.70235 -1.54469 -1.52719
H 0.31386 -3.06291 0.36003
H -2.33822 2.55095 0.30548
H 0.61716 -1.17644 2.07115
H -1.05003 3.59361 -0.26723
H 1.47095 2.17451 0.89670
H -0.05302 -1.29134 -1.49517
```

***

#2
Density functional theory data (ωB97M-V/def2-TZVPD) for a molecular structure, C4H12N3O2P.

Computed properties:
Gap between HOMO and LUMO (eV): 9.355
Total charge: 0
HOMO energy (eV): -8.5
LUMO level (eV): 0.862

The geometry in XYZ format:
```
22
C4H12N3O2P ωB97M-V/def2-TZVPD
P 0.13103 -0.79644 -0.59792
O 0.18764 -2.04737 -1.30604
O 0.64252 0.42138 -1.50326
N 1.99592 -1.67302 1.19779
N 1.18888 -0.60402 0.69714
N -1.40366 -0.32088 -0.12459
C -2.45232 -1.37826 -0.28737
C 2.01814 0.75687 -1.37910
C -1.70662 0.68428 0.81194
C 2.48649 0.57450 0.00593
H 1.98855 1.80139 -1.72086
H -2.32365 -2.18524 0.48987
H 2.09797 -1.57704 2.17213
H 1.54112 -2.65049 1.03667
H 3.49367 0.01742 0.11189
H 2.23268 1.49317 0.60465
H 2.40112 0.11526 -2.16594
H -0.97252 1.42936 0.95743
H -2.59921 -1.57003 -1.27880
H -3.41517 -0.93134 -0.02430
H -2.70238 1.15396 0.53024
H -1.96951 0.32961 1.83154
```

***

Unit: kcal/mol. Relative energies: #1 0.0; #2 9.1.

***

#1
Density functional theory data (ωB97M-V/def2-TZVPD) for 6 unconnected molecules or ions with the total composition C24H60O12.

Computed properties:
Gap between HOMO and LUMO (eV): 9.546
Total charge: 0
HOMO energy (eV): -9.0
SMILES: COCCOC.COCCOC.COCCOC.COCCOC.COCCOC.COCCOC
LUMO level (eV): 0.510

The geometry in XYZ format:
```
96
C24H60O12 ωB97M-V/def2-TZVPD
O -9.16366 -8.79030 -5.95880
O -15.22286 -12.44545 -11.81084
O -17.06982 -14.79205 -12.48089
O -14.53072 -17.98792 -8.43664
O -12.14635 -16.16154 -7.83709
O -9.93104 -10.76527 -8.82088
O -16.92410 -21.39965 -11.39719
O -8.97576 -19.54309 -7.06220
O -18.25445 -21.08140 -8.72866
O -16.69222 -18.16459 -4.95957
O -14.38398 -16.55150 -3.74016
O -11.33064 -20.41134 -8.68475
C -16.94961 -20.05137 -11.81074
C -14.81675 -13.77724 -12.02313
C -18.94934 -21.07789 -9.94985
C -11.24710 -19.20949 -7.96617
C -18.58160 -19.99797 -7.89962
C -10.12357 -10.31236 -7.49818
C -13.68745 -16.66195 -2.50705
C -15.78015 -16.33118 -3.62495
C -10.90350 -11.70084 -9.29767
C -8.21982 -7.80472 -5.67652
C -14.25304 -11.49257 -12.14424
C -16.48172 -16.76626 -4.90944
C -10.30660 -19.25060 -6.74644
C -15.89690 -14.78467 -11.67326
C -15.57418 -18.41892 -9.31657
C -9.07396 -9.20572 -7.32469
C -12.21134 -20.45322 -9.79423
C -14.54649 -16.57483 -8.28375
C -15.52700 -18.96682 -5.06445
C -8.64932 -20.92788 -7.01239
C -17.86932 -13.62362 -12.38712
C -13.47340 -16.06656 -7.36876
C -11.93978 -15.62234 -9.11080
C -18.21425 -21.86880 -11.03020
H -16.47187 -17.79938 -9.37133
H -15.08792 -18.45904 -10.29675
H -13.31668 -17.67471 -2.34412
H -12.38128 -14.63292 -9.28229
H -12.21402 -19.01361 -7.47240
H -15.82072 -19.41772 -8.95722
H -14.96936 -18.72625 -5.97718
H -14.88286 -18.87231 -4.19116
H -8.09553 -7.60315 -4.61170
H -8.06920 -9.58368 -7.51194
H -14.47650 -13.98009 -13.04535
H -14.47051 -16.09799 -9.26998
H -10.87698 -15.61153 -9.33784
H -18.88513 -21.91877 -11.89567
H -17.44087 -12.68075 -12.70621
H -13.69979 -15.00589 -7.17563
H -17.50458 -16.40025 -4.96448
H -16.02201 -19.71772 -12.27830
H -15.86808 -19.99555 -5.18118
H -14.00805 -13.97005 -11.29933
H -18.65052 -19.04479 -8.43583
H -10.74478 -19.96018 -6.03476
H -16.26526 -14.77464 -10.63912
H -19.10675 -20.04066 -10.27269
H -17.04056 -19.38924 -10.94942
H -15.82699 -16.36456 -5.69092
H -17.82957 -19.91101 -7.11621
H -13.22140 -20.29632 -9.40635
H -8.79658 -21.27968 -5.98868
H -15.40280 -15.74890 -11.83346
H -15.53819 -16.27904 -7.92392
H -17.73919 -19.82480 -12.53306
H -11.58186 -11.22381 -10.01161
H -11.43794 -12.12614 -8.44704
H -14.56870 -10.54733 -11.69652
H -11.06439 -9.75340 -7.41602
H -9.40712 -8.36189 -7.92677
H -18.34310 -13.57729 -11.39960
H -18.04597 -22.89575 -10.70868
H -7.59566 -20.99972 -7.27256
H -18.71431 -13.83742 -13.05141
H -14.23042 -11.34342 -13.23468
H -13.23339 -11.71211 -11.80464
H -11.05795 -18.38672 -8.66026
H -12.06234 -21.45868 -10.17705
H -10.26840 -12.41357 -9.83047
H -12.39720 -16.23424 -9.90159
H -10.31247 -18.23214 -6.35347
H -19.54730 -20.13818 -7.39654
H -7.22720 -8.10965 -6.03475
H -10.13567 -11.08292 -6.72725
H -9.23986 -21.48141 -7.74258
H -8.36861 -6.80206 -6.10086
H -16.21283 -16.75555 -2.71396
H -13.52148 -16.46810 -6.35536
H -19.99027 -21.42131 -9.88163
H -11.99082 -19.72143 -10.57692
H -15.91138 -15.24539 -3.49942
H -12.82995 -15.99798 -2.59368
H -14.32761 -16.38012 -1.67186
```

***

#2
Density functional theory data (ωB97M-V/def2-TZVPD) for 6 unconnected molecules or ions with the total composition C24H60O12.

Computed properties:
Gap between HOMO and LUMO (eV): 9.719
Total charge: 0
HOMO energy (eV): -9.2
SMILES: COCCOC.COCCOC.COCCOC.COCCOC.COCCOC.COCCOC
LUMO level (eV): 0.507

The geometry in XYZ format:
```
96
C24H60O12 ωB97M-V/def2-TZVPD
O 21.44778 4.26376 -0.25266
O 15.36659 7.85646 8.32579
O 28.77323 8.19389 9.90036
O 25.66928 -4.00026 -9.62413
O 18.80563 4.32837 -0.22643
O 24.42654 -1.78345 -7.02786
O 14.54070 -2.69880 3.01136
O 15.76258 11.22177 -4.70077
O 13.00288 -0.16640 0.73708
O 13.34917 10.00314 -3.31716
O 17.13799 5.60373 7.47149
O 29.68082 6.70526 7.14708
C 24.82338 -2.92268 -9.23411
C 15.77418 5.42743 7.96207
C 22.87546 4.38482 -0.23915
C 20.86078 5.54238 -0.06489
C 25.11343 -2.80525 -7.72361
C 13.63480 -1.47321 0.89837
C 14.68345 9.74496 -2.95153
C 29.72178 6.35980 8.53248
C 14.73570 11.90551 -5.34740
C 14.90461 6.64267 7.66782
C 15.63446 9.89339 -4.18909
C 28.66734 9.25095 8.96331
C 17.39747 4.30908 0.07040
C 12.42471 9.46463 -2.26835
C 24.95315 -1.52509 -5.84039
C 19.53198 5.27720 0.57164
C 12.05771 -0.23043 -0.38077
C 28.95910 5.85849 6.13820
C 14.17455 -1.45503 2.44492
C 28.47523 6.83995 9.47163
C 15.65950 -3.39600 2.40041
C 25.88783 -4.27144 -10.97318
C 14.52972 8.94249 7.98460
C 17.91196 4.40195 7.46551
H 14.90083 -0.64672 2.53007
H 16.65705 9.67039 -3.88466
H 21.41456 6.18148 0.62285
H 15.76049 5.13357 9.01162
H 23.19158 5.28554 -0.76533
H 15.51435 -3.62130 1.34388
H 23.37396 4.44564 0.72827
H 23.80202 -3.13836 -9.54779
H 26.02508 -1.32819 -5.85741
H 15.97583 -4.33175 2.86131
H 12.41363 8.38224 -2.14027
H 16.82872 3.59680 -0.52732
H 24.97163 -3.77258 -7.24167
H 30.53916 7.05985 8.70546
H 13.90829 6.43408 8.05761
H 14.71396 9.29819 6.97088
H 19.00816 6.23015 0.64656
H 17.46615 3.58176 6.90280
H 14.80573 9.80603 8.58976
H 24.84838 -2.28796 -5.06893
H 14.40394 -1.56048 0.13096
H 14.15047 12.28878 -4.51151
H 14.74128 6.70527 6.59194
H 26.24142 -3.44257 -11.58641
H 30.16813 5.39391 8.76896
H 13.46925 8.76460 8.16313
H 26.18378 -2.60475 -7.77116
H 17.99919 4.03378 8.48774
H 15.10930 9.22517 -4.87158
H 12.90080 -2.27273 0.79780
H 28.37079 6.12355 10.28648
H 27.51453 6.82170 8.95703
H 27.93861 5.77879 6.51285
H 24.99390 -4.71661 -11.41001
H 15.33269 4.59643 7.41195
H 11.38581 9.71388 -2.48436
H 17.36276 4.08830 1.13724
H 29.25255 4.82001 5.98473
H 18.79390 4.80741 6.96964
H 28.52545 10.14887 9.56474
H 24.45446 -0.69575 -5.33879
H 12.67931 9.77878 -1.25613
H 29.64530 9.40011 8.50566
H 14.77910 8.70952 -2.62471
H 16.98550 5.31668 0.01457
H 19.62604 4.86841 1.57769
H 28.83307 6.22898 5.12087
H 27.86267 9.01197 8.26798
H 14.89989 10.41145 -2.11664
H 15.09013 12.70348 -5.99989
H 26.54488 -5.14039 -11.00936
H 23.19440 3.47744 -0.75202
H 13.38618 -1.17729 3.14452
H 11.21457 -0.90997 -0.25646
H 12.37643 -0.15675 -1.42053
H 11.48837 0.69328 -0.27728
H 25.08571 -2.03564 -9.81069
H 14.13807 11.28844 -6.01835
H 20.67258 5.93386 -1.06460
H 16.53599 -2.74804 2.39765
```

***

Unit: kcal/mol. Relative energies: #1 0.0; #2 75.9.